(1)
ORCA calculation (ωB97M-V with the def2-TZVPD basis set) on C16H12BF4N3NiO4 as an isolated structure.

Computed properties:
frontier orbital gap (spin up / spin down) = 0.2972 / 0.2972 Eh
net charge = 0
spin multiplicity = 1
E_HOMO (spin up / spin down) = -0.3470 / -0.3470 hartree
molar mass = 455.79 g mol⁻¹

Positions of all 41 atoms, in Å:
Ni (0.153400, 0.028069, -0.415738)
N (0.211191, -1.172023, -1.977870)
C (-0.519096, -2.391204, -1.788190)
C (-0.621809, -3.393359, -2.705805)
C (-1.374671, -4.546312, -2.385990)
C (-2.000035, -4.669606, -1.176901)
C (-1.901316, -3.637532, -0.214449)
C (-2.508297, -3.660056, 1.060235)
C (-2.341502, -2.597610, 1.900627)
C (-1.565859, -1.496288, 1.491416)
N (-0.982433, -1.443498, 0.312678)
C (-1.146997, -2.499334, -0.540269)
H (1.174020, -1.349450, -2.272601)
H (-0.130782, -0.642315, -2.775555)
H (-0.125646, -3.298444, -3.664052)
H (-1.452485, -5.339634, -3.117070)
H (-2.576796, -5.554944, -0.940405)
H (-3.100114, -4.517740, 1.356315)
H (-2.792543, -2.579415, 2.882384)
H (-1.409740, -0.641875, 2.128034)
O (1.213235, 1.607729, -0.909121)
C (1.482431, 2.638380, -0.296874)
C (1.052770, 2.956452, 1.034788)
C (1.435603, 4.164388, 1.622134)
C (1.017715, 4.448348, 2.893356)
C (0.213931, 3.551680, 3.613465)
C (-0.168591, 2.366660, 3.049093)
C (0.239324, 2.025412, 1.734106)
O (-0.129989, 0.902479, 1.220819)
N (1.416463, 5.710708, 3.516022)
O (2.113468, 6.466887, 2.866276)
O (1.025133, 5.927122, 4.647659)
H (2.109563, 3.378931, -0.812619)
H (2.056039, 4.869802, 1.084646)
H (-0.092487, 3.817043, 4.615202)
H (-0.787228, 1.668870, 3.597597)
F (1.672835, 0.429295, -2.967084)
B (2.189331, -0.196258, -4.162384)
F (3.538819, 0.054364, -4.289265)
F (1.445040, 0.228107, -5.254522)
F (1.968105, -1.613829, -3.960089)

Atoms 1-2, force components in eV/Å:
Ni -0.424 0.237 1.222
N -0.003 0.401 0.301

---

(2)
ORCA calculation (ωB97M-V with the def2-TZVPD basis set) on C16H12BiClN3O7 as an isolated structure.

Computed properties:
frontier orbital gap (spin up / spin down) = 0.2856 / 0.1489 Eh
net charge = -1
spin multiplicity = 1
E_HOMO (spin up / spin down) = -0.2144 / -0.1472 hartree
molar mass = 602.72 g mol⁻¹

Positions of all 40 atoms, in Å:
C (-0.784190, 0.996681, -3.454328)
C (-1.092993, -0.281941, -4.051447)
C (0.113429, -0.989994, -4.209711)
H (-2.082895, -0.596924, -4.367815)
C (1.183665, -0.209396, -3.711132)
C (0.658884, 1.014715, -3.214040)
H (1.231326, 1.854296, -2.819723)
H (-1.471496, 1.833103, -3.337898)
H (0.220671, -1.953960, -4.699682)
H (2.240336, -0.465160, -3.762916)
Bi (-0.809509, 0.207277, -1.085330)
Cl (-3.123839, 0.316975, -0.154451)
C (-0.469226, -2.982990, 0.280263)
C (0.796986, -3.229712, -0.337457)
C (0.559847, -3.681578, -1.667902)
H (1.761077, -3.048447, 0.131819)
C (-0.845750, -3.712105, -1.880321)
C (-1.486000, -3.276727, -0.684113)
H (-2.555553, -3.147528, -0.532083)
H (-0.624483, -2.600607, 1.293761)
H (1.322050, -3.939479, -2.394763)
H (-1.352493, -3.991414, -2.797424)
O (0.282655, 2.431354, 6.169146)
N (-0.274483, 2.884022, 5.149066)
O (-1.083836, 3.835819, 5.160542)
C (0.050612, 2.294135, 3.870013)
C (0.966084, 1.236687, 3.787419)
C (1.403336, 0.787340, 2.548657)
C (0.878742, 1.334975, 1.321552)
O (1.154803, 0.736637, 0.223832)
C (-0.107772, 2.416877, 1.443061)
C (-0.524414, 2.831564, 2.707912)
N (-0.876639, 2.931754, 0.361782)
O (-1.678355, 3.857282, 0.528630)
O (-0.725530, 2.415721, -0.842168)
N (2.169848, -0.448761, 2.515092)
O (2.496903, -0.933519, 3.623570)
O (2.491223, -1.001916, 1.450541)
H (1.326720, 0.729208, 4.674459)
H (-1.339743, 3.545737, 2.763588)

Atoms 1-2, force components in eV/Å:
C 0.384 -0.545 0.443
C 0.610 0.242 0.104

---

(3)
ORCA calculation (ωB97M-V with the def2-TZVPD basis set) on C16H12CoN3O4Se4 as an isolated structure.

Computed properties:
frontier orbital gap (spin up / spin down) = 0.1787 / 0.1778 Eh
net charge = -1
spin multiplicity = 4
E_HOMO (spin up / spin down) = -0.1033 / -0.1445 hartree
molar mass = 685.06 g mol⁻¹
<S²> = 3.781

Positions of all 40 atoms, in Å:
Co (-0.257067, -0.722823, 0.150075)
O (-1.007414, -1.681846, -3.706132)
C (-1.023410, -1.378843, -2.387537)
O (0.079638, -1.075340, -1.819208)
C (-2.230003, -1.405619, -1.667854)
C (-3.564603, -1.706103, -2.055629)
C (-4.552158, -1.626591, -1.109494)
C (-4.274071, -1.255418, 0.234849)
C (-2.955665, -1.002264, 0.554878)
N (-2.008231, -1.093055, -0.356026)
C (-2.382113, -0.577718, 1.908615)
O (-3.118213, -0.440904, 2.869884)
O (-1.099466, -0.385359, 1.883984)
H (-0.063663, -1.710233, -3.941783)
H (-3.775777, -1.993925, -3.076100)
H (-5.572400, -1.856864, -1.393052)
H (-5.037203, -1.176627, 0.993658)
Se (2.757034, -1.641806, -3.931883)
Se (3.078209, -2.533149, -1.906865)
Se (1.375271, -4.114399, -1.537820)
Se (0.239349, -3.490252, 0.382888)
N (-0.194550, 1.492889, -0.738669)
C (0.676755, 2.141716, 0.155256)
C (0.656141, 3.488922, 0.388859)
C (1.585132, 4.092697, 1.264884)
C (2.557845, 3.350437, 1.864312)
C (2.590724, 1.946991, 1.668260)
C (3.564195, 1.106347, 2.266026)
C (3.485945, -0.239440, 2.100980)
C (2.399228, -0.780702, 1.375962)
N (1.504691, -0.030983, 0.786050)
C (1.611867, 1.334459, 0.872165)
H (0.292666, 0.994298, -1.480017)
H (-0.899158, 2.107783, -1.121371)
H (-0.070378, 4.102481, -0.130557)
H (1.533148, 5.160325, 1.433813)
H (3.297780, 3.808925, 2.508031)
H (4.357296, 1.555124, 2.852528)
H (4.212789, -0.912311, 2.533669)
H (2.229840, -1.850802, 1.310372)

Atoms 1-2, force components in eV/Å:
Co -0.377 -0.366 -0.200
O 0.058 0.066 0.124

---

(4)
ORCA calculation (ωB97M-V with the def2-TZVPD basis set) on one molecule with the formula C16H12FN3O4.

Computed properties:
frontier orbital gap = 0.3059 Eh
net charge = 0
SMILES = O=c1oc(-c2ccc3c(c2)OCO3)nn1CNc1ccc(F)cc1
spin multiplicity = 1
E_HOMO = -0.3009 hartree
molar mass = 329.29 g mol⁻¹

Positions of all 36 atoms, in Å:
O (3.397735, -1.278202, 1.294875)
C (2.735549, -0.701090, 0.443048)
O (2.309810, 0.594241, 0.512051)
C (1.416362, 0.670841, -0.505705)
C (0.544521, 1.817826, -0.837225)
C (-0.313168, 1.759016, -1.970615)
C (-1.007504, 2.934316, -2.344283)
C (-0.919941, 4.067888, -1.532812)
C (-0.191765, 4.051161, -0.366719)
C (0.545062, 2.946838, 0.010660)
O (-0.313842, 5.241378, 0.256378)
C (-1.228229, 5.995119, -0.519952)
O (-1.499425, 5.289722, -1.774582)
N (1.383850, -0.426730, -1.253049)
N (2.186384, -1.328209, -0.630431)
C (1.948940, -2.762073, -0.596525)
N (0.515719, -2.965484, -0.796195)
C (-0.261030, -3.143994, 0.342436)
C (-1.423740, -2.386895, 0.547112)
C (-2.167819, -2.572658, 1.730893)
C (-1.740210, -3.503369, 2.707293)
F (-2.401838, -3.639870, 3.907646)
C (-0.594723, -4.262196, 2.472209)
C (0.107599, -4.119451, 1.277508)
H (-0.349526, 0.877825, -2.595646)
H (-1.576344, 2.940369, -3.262183)
H (1.154349, 2.992527, 0.903150)
H (-2.176315, 6.184807, 0.024218)
H (-0.799164, 6.992848, -0.693636)
H (2.278322, -3.225323, 0.322068)
H (2.494804, -3.236862, -1.439204)
H (0.122204, -2.298564, -1.492786)
H (-1.839705, -1.692621, -0.202205)
H (-3.067383, -1.986277, 1.846268)
H (-0.203429, -5.039365, 3.162179)
H (0.933885, -4.787489, 1.053764)

Atoms 1-2, force components in eV/Å:
O -0.403 1.461 -0.842
C 1.620 -2.974 2.676

---

(5)
ORCA calculation (ωB97M-V with the def2-TZVPD basis set) on C16H12IN3NaO3S as an isolated structure.

Computed properties:
frontier orbital gap (spin up / spin down) = 0.1336 / 0.2038 Eh
net charge = -2
spin multiplicity = 2
E_HOMO (spin up / spin down) = 0.0197 / -0.0508 hartree
molar mass = 476.25 g mol⁻¹
<S²> = 0.785

Positions of all 37 atoms, in Å:
Na (0.710472, -2.154739, -2.322251)
C (-2.133436, 0.700007, -3.885261)
C (-1.925453, 1.340875, -2.542376)
N (-2.578784, 2.471335, -2.287654)
C (-2.386889, 3.022607, -1.078921)
C (-1.570837, 2.491771, -0.104269)
C (-1.441633, 3.239742, 1.189303)
O (-0.151079, 3.835201, 1.398034)
C (-0.853185, 1.278742, -0.342227)
C (-0.033609, 0.734674, 0.696528)
N (0.869831, -0.259596, 0.618535)
C (1.378800, -0.741992, 1.764434)
C (0.859430, -0.507195, 3.079042)
C (1.444453, -1.031128, 4.216112)
C (2.575861, -1.839918, 4.148019)
C (3.089447, -2.133699, 2.882015)
C (2.508218, -1.611114, 1.748590)
I (3.310455, -2.155598, -0.109210)
C (-1.042662, 0.672270, -1.637430)
O (-0.516762, -0.440883, -1.977560)
H (-2.803881, 1.320848, -4.479925)
H (-2.555010, -0.303600, -3.779614)
H (-1.181364, 0.571112, -4.406807)
H (-2.916381, 3.953997, -0.889365)
H (-1.681434, 2.592252, 2.043743)
H (-2.154498, 4.066280, 1.193965)
H (0.494481, 3.190355, 1.083252)
H (-0.133015, 1.249697, 1.654653)
H (-0.043480, 0.078345, 3.190167)
H (0.995547, -0.812068, 5.180476)
H (3.034589, -2.250847, 5.038549)
H (3.948725, -2.785783, 2.782208)
S (-1.835792, -1.962562, 0.552121)
C (-1.029731, -3.031078, -0.160123)
O (2.312639, -4.991818, -5.691532)
C (1.913155, -4.256726, -4.811369)
N (1.522812, -3.539765, -3.953850)

Atoms 1-2, force components in eV/Å:
Na 0.017 0.014 0.089
C 0.005 0.036 0.036

---

(6)
ORCA calculation (ωB97M-V with the def2-TZVPD basis set) on C16H12N6NaO3Se as an isolated structure.

Computed properties:
frontier orbital gap = 0.1796 Eh
net charge = -1
spin multiplicity = 1
E_HOMO = -0.1401 hartree
molar mass = 438.26 g mol⁻¹

Positions of all 39 atoms, in Å:
Na (0.002876, -0.366577, 0.099957)
N (-1.416016, -2.303301, -0.794240)
C (-0.339689, -3.209912, -1.276801)
C (0.888694, -3.150279, -0.353398)
O (1.089150, -4.152135, 0.377680)
N (1.547410, -2.018398, -0.466040)
C (2.683682, -1.821517, 0.428424)
C (2.587040, -0.448426, 1.119458)
O (3.508913, 0.381880, 0.952702)
O (1.532061, -0.235188, 1.793349)
H (-1.806548, -2.683068, 0.063573)
H (-2.165595, -2.310018, -1.477358)
H (-0.068299, -2.874110, -2.278183)
H (-0.674610, -4.250144, -1.315208)
H (3.615890, -1.847751, -0.143260)
H (2.724284, -2.602124, 1.196458)
Se (-3.641830, 7.115654, 0.075273)
N (-4.286996, 5.485398, -0.281260)
C (-3.304839, 4.645059, -0.114894)
C (-3.433678, 3.205125, -0.316190)
C (-4.635928, 2.620833, -0.707789)
C (-4.688501, 1.255961, -0.877273)
C (-3.528979, 0.518822, -0.643501)
N (-2.382010, 1.056471, -0.269632)
C (-2.319079, 2.383237, -0.107753)
C (-1.017875, 2.962245, 0.304316)
N (-0.003856, 2.112095, 0.474684)
C (1.177269, 2.580702, 0.860797)
C (1.396711, 3.945226, 1.084789)
C (0.361009, 4.829395, 0.907028)
C (-0.884544, 4.337633, 0.509274)
C (-2.034837, 5.207707, 0.300138)
N (-2.007502, 6.501750, 0.462681)
H (-5.500320, 3.251247, -0.870404)
H (-5.599342, 0.758593, -1.180635)
H (-3.525656, -0.558921, -0.759436)
H (1.974449, 1.852455, 1.009862)
H (2.378312, 4.276900, 1.393265)
H (0.483762, 5.892820, 1.067099)

Atoms 1-2, force components in eV/Å:
Na -0.098 0.038 0.106
N 0.042 -0.030 -0.039

---

(7)
ORCA calculation (ωB97M-V with the def2-TZVPD basis set) on C16H13CaCl4N4O5 as an isolated structure.

Computed properties:
frontier orbital gap (spin up / spin down) = 0.1459 / 0.2113 Eh
net charge = -2
spin multiplicity = 2
E_HOMO (spin up / spin down) = 0.0181 / -0.0474 hartree
molar mass = 523.19 g mol⁻¹
<S²> = 0.764

Positions of all 43 atoms, in Å:
Ca (-0.581051, -0.535547, 0.358759)
N (-0.956178, -1.682484, 2.385638)
C (-1.047463, -3.130356, 2.112191)
C (-1.412238, -3.449747, 0.643227)
O (-1.739491, -4.616159, 0.413308)
O (-1.322371, -2.478413, -0.185376)
H (-0.653603, -1.485130, 3.328002)
H (-1.872958, -1.241421, 2.250379)
H (-1.776092, -3.645792, 2.735418)
H (-0.075826, -3.593738, 2.284576)
Cl (-2.704182, 5.686173, 2.963987)
C (-2.716210, 4.032099, 2.404666)
C (-3.894835, 3.319382, 2.348119)
Cl (-5.397469, 4.054618, 2.847807)
C (-3.879669, 1.986419, 1.878538)
Cl (-5.361553, 1.066819, 1.784371)
C (-2.713797, 1.342820, 1.449206)
O (-2.680796, 0.135004, 0.971981)
C (-1.453466, 2.084636, 1.559996)
O (-0.353349, 1.484615, 1.239196)
C (-1.513518, 3.409607, 2.007178)
Cl (0.002522, 4.282256, 2.080558)
N (1.543238, 2.348446, -2.071566)
C (0.689806, 2.470197, -3.149566)
C (-0.262572, 1.523513, -2.949434)
N (-0.019725, 0.836669, -1.777904)
C (1.076506, 1.365818, -1.275633)
H (2.347031, 2.914839, -1.873754)
H (0.838098, 3.198064, -3.928088)
H (-1.112735, 1.293710, -3.570722)
H (1.549932, 1.063854, -0.348213)
O (1.532742, -1.142369, 0.434773)
N (2.309259, -1.603469, -0.580550)
C (3.675656, -1.662973, -0.388179)
C (4.509032, -2.015296, -1.412707)
C (4.011013, -2.357913, -2.690597)
C (2.588878, -2.379618, -2.819124)
C (1.779092, -2.017278, -1.786713)
H (3.994747, -1.403013, 0.609208)
H (5.573800, -2.036240, -1.208102)
H (4.663521, -2.645500, -3.503863)
H (2.115828, -2.705692, -3.737803)
H (0.700446, -2.071408, -1.833187)

Atoms 1-2, force components in eV/Å:
Ca 0.148 0.764 -0.833
N -0.538 -0.690 0.284

---

(8)
ORCA calculation (ωB97M-V with the def2-TZVPD basis set) on one molecule with the formula C16H13ClN6O.

Computed properties:
frontier orbital gap = 0.2999 Eh
net charge = 0
SMILES = Cn1ccc(-c2cn(-c3ccccc3Cl)c(=O)c3c(N)n[nH]c23)n1
spin multiplicity = 1
E_HOMO = -0.2770 hartree
molar mass = 340.77 g mol⁻¹

Positions of all 37 atoms, in Å:
C (-4.375346, 3.795462, 0.886351)
N (-3.380124, 2.717226, 1.088288)
C (-3.583224, 1.601245, 1.895739)
C (-2.498830, 0.771298, 1.690746)
C (-1.695490, 1.418990, 0.685451)
C (-0.510116, 0.763754, 0.033003)
C (0.097801, -0.379905, 0.549749)
N (1.157841, -1.017589, -0.129840)
C (1.741154, -2.175321, 0.464575)
C (3.107278, -2.209815, 0.786678)
C (3.630761, -3.346684, 1.434651)
C (2.819527, -4.451703, 1.699701)
C (1.477837, -4.456845, 1.278242)
C (0.899372, -3.309541, 0.684335)
Cl (-0.801912, -3.366062, 0.226604)
C (1.610438, -0.459696, -1.331334)
O (2.404782, -1.069210, -2.018058)
C (1.028598, 0.776265, -1.822734)
C (1.263698, 1.583293, -2.956980)
N (2.200439, 1.280561, -3.866398)
N (0.468039, 2.633866, -3.009587)
N (-0.266015, 2.546770, -1.857306)
C (0.051443, 1.397629, -1.160677)
N (-2.245095, 2.582765, 0.341122)
H (-4.927533, 3.638997, -0.049542)
H (-3.856108, 4.786271, 0.867671)
H (-5.104561, 3.776392, 1.711832)
H (-4.437093, 1.388345, 2.527115)
H (-2.353699, -0.235873, 2.093601)
H (-0.245738, -0.829845, 1.460222)
H (3.790867, -1.371769, 0.609705)
H (4.671626, -3.440754, 1.690120)
H (3.229846, -5.318620, 2.193667)
H (0.840784, -5.340424, 1.462458)
H (2.132156, 1.763249, -4.782332)
H (2.676995, 0.400105, -3.766292)
H (-1.020398, 3.157171, -1.610547)

Atoms 1-2, force components in eV/Å:
C 0.834 0.183 -0.095
N -0.558 -1.168 0.806